Here is an isolated ion of composition C21H40N7O12 and charge +1 in a non-equilibrium geometry from OMol25. Energies are from wB97M-V/def2-TZVPD.

Last column: Mulliken charge in e.
Element x y z (Å)
C  -5.457  -1.588  -1.221  -0.85
N  -4.131  -2.118  -1.493  -0.36
C  -3.296  -2.337  -0.340  -0.37
C  -2.742  -1.060  0.331  -0.13
O  -2.108  -0.308  -0.684  -0.59
C  -1.723  0.972  -0.287  1.68
C  -0.744  1.608  -1.312  -0.50
O  0.420  2.030  -0.634  -0.46
C  1.491  1.094  -0.633  2.05
C  2.398  1.262  -1.886  -0.33
O  2.382  0.110  -2.670  -0.70
C  3.836  1.631  -1.479  -0.56
O  3.923  2.900  -0.870  -0.57
C  4.390  0.569  -0.515  -0.15
N  4.553  -0.642  -1.281  -0.57
C  5.265  -1.613  -0.831  0.34
N  5.347  -2.747  -1.586  -0.46
N  5.951  -1.625  0.349  -0.42
C  3.467  0.343  0.715  -0.25
O  4.165  0.448  1.931  -0.65
C  2.251  1.279  0.689  -2.29
N  1.388  0.949  1.807  0.39
C  0.450  1.723  2.337  0.09
N  0.338  3.017  2.024  -0.25
N  -0.325  1.212  3.294  -0.27
O  -1.390  2.701  -1.859  -0.52
C  -2.260  3.245  -0.877  -0.15
C  -3.235  4.214  -1.514  -1.62
C  -2.924  1.983  -0.237  0.74
O  -4.024  1.515  -0.953  -0.57
C  -3.345  2.232  1.177  -0.63
O  -2.584  2.559  2.055  -0.49
O  -1.893  -1.329  1.412  -0.45
C  -0.807  -2.214  1.155  1.32
C  -0.157  -2.583  2.487  -1.17
O  0.590  -1.496  3.020  -0.45
C  -1.253  -3.514  0.470  -0.25
O  -0.099  -4.235  0.133  -0.57
C  -2.100  -3.198  -0.764  -0.23
O  -2.513  -4.416  -1.324  -0.62
H  -5.453  -0.573  -0.809  0.19
H  -6.015  -1.583  -2.155  0.37
H  -5.961  -2.253  -0.521  0.34
H  -3.643  -1.521  -2.154  0.35
H  -3.880  -2.885  0.410  0.75
H  -3.557  -0.468  0.777  0.47
H  -1.241  0.933  0.698  -0.13
H  -0.490  0.914  -2.120  0.73
H  1.082  0.074  -0.656  -0.73
H  1.965  2.075  -2.485  0.46
H  3.130  -0.455  -2.369  0.49
H  4.456  1.591  -2.385  0.54
H  3.814  3.579  -1.544  0.45
H  5.356  0.949  -0.143  0.65
H  6.139  -3.351  -1.439  0.22
H  5.048  -2.649  -2.542  0.25
H  5.668  -0.993  1.080  0.21
H  6.346  -2.497  0.659  0.23
H  3.103  -0.692  0.686  0.40
H  4.527  1.340  2.008  0.47
H  2.591  2.314  0.776  0.45
H  1.377  -0.027  2.100  0.35
H  0.754  3.337  1.163  0.20
H  -0.487  3.500  2.345  0.34
H  -0.297  0.210  3.446  0.26
H  -1.138  1.725  3.596  0.31
H  -1.666  3.746  -0.099  0.25
H  -3.855  4.671  -0.748  0.38
H  -2.674  4.986  -2.032  0.42
H  -3.872  3.709  -2.234  0.33
H  -3.766  1.379  -1.874  0.53
H  -4.420  2.084  1.355  0.42
H  -0.069  -1.723  0.504  -0.40
H  -0.946  -2.870  3.190  0.31
H  0.500  -3.436  2.296  0.52
H  1.106  -1.825  3.765  0.20
H  -1.877  -4.096  1.168  0.33
H  -0.371  -4.929  -0.482  0.46
H  -1.490  -2.634  -1.489  -0.03
H  -3.288  -4.233  -1.874  0.46

E_LUMO in Ha: -0.0763
Structure (SMILES): CN[C@@H]1[C@H](O[C@H]2[C@H](O[C@H]3[C@H](O)[C@@H](O)[C@H](N=C(N)N)[C@@H](O)[C@@H]3NC(N)=[NH2+])O[C@@H](C)[C@]2(O)C=O)O[C@@H](CO)[C@H](O)[C@H]1O
Total energy in eV: -57422.5947
Total charge: +1
HOMO-LUMO gap in eV: 9.3
M in g/mol: 582.59
HOMO in eV: -11.34